No. 1
A molecular structure, C23H22Cl5I2N3NaO. Source: OMol25; level of theory: wB97M-V/def2-TZVPD.

Geometry (Å):
C: -3.08748 -2.21223 1.50038
H: -3.61475 1.03040 1.26322
H: -1.87240 1.31102 1.54057
H: 3.75569 -1.17744 0.73945
C: 0.18675 -1.59562 -3.81720
H: -1.63558 -3.80919 4.10052
C: 0.27297 -2.39887 -4.94034
C: 0.95121 0.22513 2.45405
Cl: 0.54692 -4.09604 -4.76766
H: 1.40809 1.47179 5.60159
N: 0.05194 -0.34112 1.61476
H: 0.09866 -2.13689 3.65326
C: -0.07897 -0.47813 -6.32944
H: -2.61296 1.80040 0.00655
Cl: 0.35323 -2.27507 -2.23063
H: 2.82490 -1.17271 -0.77767
C: -1.78465 -3.09207 3.30078
C: -2.92846 -3.14757 2.52171
C: 2.77504 -0.95737 0.29190
C: 2.79413 1.75626 3.98860
Cl: 0.24490 -2.85071 -7.62176
N: -2.28581 -0.25906 0.22101
C: 3.05157 1.46307 2.64865
H: -3.07483 0.13418 -1.65843
C: -0.16414 0.32508 -5.20648
Na: 0.09080 0.18115 -0.62886
C: -2.61915 1.04289 0.79378
I: -0.24815 3.24032 -1.71092
N: 2.40147 0.44182 0.49867
C: -0.35028 4.67731 -0.15218
H: 2.02346 -1.60262 0.74501
H: -0.17716 0.15696 4.28113
C: 1.63434 1.25883 4.56243
H: -3.68871 -3.89728 2.69962
C: 0.74140 0.49977 3.82097
C: -0.80664 -2.13877 3.05845
C: 2.16899 0.71834 1.88854
H: 3.95618 1.84292 2.19043
C: 0.14016 -1.85123 -6.21535
H: -4.24849 -0.61424 -0.55838
H: -2.93056 -1.58324 -1.26026
C: -0.03718 -0.18966 -3.88249
H: 3.49008 2.35397 4.56305
C: -0.92413 -1.20247 2.01473
C: 3.33477 1.32619 -0.17216
O: -0.11833 0.54032 -2.85207
C: -3.18893 -0.60247 -0.86074
Cl: -0.43636 2.02552 -5.34422
C: -2.12522 -1.25100 1.24651
H: -3.98576 -2.23711 0.89580
H: 4.37969 1.17572 0.14393
I: 0.39481 3.93781 1.69870
Cl: -0.24691 0.22419 -7.90089
H: 3.06041 2.36457 0.01498
H: 3.28267 1.14482 -1.24758
H: -1.38559 4.95779 -0.00434
H: 0.24237 5.54163 -0.42367

Atoms 1-3, force components in eV/Å:
C -0.01 -0.01 0.01
H 0.00 0.01 0.00
H -0.01 0.00 0.00

Output
Max |F|, hartree/bohr: 0.0018
Charge: -1
Molecular weight, g mol⁻¹: 810.51
HOMO energy, eV: -3.6
Calculated total energy, hartree: -4187.94920
Orbital gap, eV: 5.58
Lowest unoccupied orbital energy, eV: 1.9

=====

No. 2
7 unconnected molecules or ions with the total composition C23H22Cl6F32O4. Source: OMol25; level of theory: wB97M-V/def2-TZVPD.

Geometry (Å):
F: -1.97209 -5.11729 1.96565
F: 6.88267 -1.62484 1.65109
H: -1.03597 3.20602 -5.20046
F: 5.68818 0.34403 0.35427
C: -1.50412 -1.94506 5.45263
F: -1.96917 -0.65613 7.35557
F: -1.59090 2.68571 2.58835
F: 4.54831 -1.38877 -4.64677
F: -2.33813 -4.65534 4.74213
H: -5.14524 0.56400 -1.09961
C: -1.45633 2.73128 4.92690
Cl: -6.32947 0.49958 -3.14219
F: -3.29186 -0.35982 5.65529
F: 6.93022 -0.73264 -1.05382
F: -0.69880 1.07477 -3.72777
C: 5.83391 -0.82745 -0.29893
F: 1.28561 -0.80092 -4.12642
F: -2.96069 2.32348 -4.03742
F: 4.22063 1.15072 -4.62164
C: 2.32407 1.07272 2.62538
H: -0.92023 -2.71069 5.95617
Cl: -3.57491 -0.52711 -2.59009
F: -3.46499 1.09794 -7.32123
C: 4.28011 0.55971 -3.40359
C: -2.28583 -3.92033 2.48911
F: 1.05337 1.77282 -4.89715
Cl: -1.25258 4.77711 -0.14116
H: -5.53492 -1.05285 -1.53642
O: -2.16140 -2.44386 4.29741
H: -2.51566 4.03516 -1.95279
H: 1.20212 2.85492 2.08199
C: -3.59310 -2.28485 6.95208
F: 1.35526 -0.66852 3.91302
H: -1.48772 3.09937 -6.84821
F: -4.56050 -2.77420 6.14185
C: -0.71319 2.80114 3.59871
O: 0.18957 1.77606 3.48077
F: 3.37060 -1.04566 2.99768
H: -0.99156 3.24741 -1.94114
F: -0.67040 2.88517 6.01917
C: -0.08347 -0.69733 -1.21983
C: 2.17204 -0.44365 2.85070
F: -0.47202 -3.84803 3.96315
O: -0.85038 1.29485 -5.94959
H: 3.67842 -1.93950 -2.40528
H: 0.52389 1.37229 1.45718
O: 4.67222 -0.96185 -1.04768
Cl: -2.48161 2.15909 -0.48798
C: -3.57538 1.08351 -5.96167
F: -0.06925 3.98130 3.50726
H: 0.06057 -1.51403 -1.91776
H: 1.03603 -0.40459 -6.09701
F: -3.73018 3.44998 -5.71984
C: 4.73395 -1.67710 -2.27894
F: -2.93921 -3.28941 7.58295
F: -3.61863 -3.61759 2.38242
H: -4.14030 -1.68714 7.69834
H: -0.81193 -1.13366 5.21804
F: 6.22684 -3.13896 0.24280
H: -3.13058 0.14117 -5.64340
F: 4.92136 1.42375 -2.57826
F: -0.51616 -1.37293 -5.26276
F: 3.16048 1.19537 1.54841
C: -2.59498 -1.30083 6.33673
Cl: -0.47372 -1.50024 0.32763
C: 0.47156 -0.47996 -5.16324
F: -4.88899 0.97387 -5.64630
H: -0.93056 -0.07342 -1.48282
C: -0.02092 0.95245 -4.88524
C: 5.02889 -0.81423 -3.51829
H: 4.91701 -2.04648 1.23970
H: 5.38066 -2.54981 -2.20250
C: -2.96136 2.38901 -5.39184
C: -1.84075 -3.71293 3.90689
C: 5.89807 -1.93003 0.77944
Cl: 1.43260 0.17124 -0.87500
F: -2.37857 3.74270 4.92221
F: 2.96538 1.62114 3.68647
H: 3.30307 0.31496 -2.97510
H: 1.67945 -0.91387 1.99586
H: -1.98382 1.77461 5.02909
C: -5.17153 -0.11444 -1.94688
C: -1.51149 2.53164 -5.92184
H: -1.82168 -3.15469 1.85868
C: 1.01938 1.80698 2.32610
C: -1.79358 3.57427 -1.28252
F: 6.36431 -0.66026 -3.65689

Atoms 1-3, force components in eV/Å:
F -0.51 -0.13 0.66
F -0.38 0.05 0.12
H 0.11 -0.05 0.01

Output
Max |F|, hartree/bohr: 0.0506
Charge: 0
SMILES: FC(F)C(F)(F)COC(F)(F)C(F)F.FC(F)C(F)(F)COC(F)(F)C(F)F.FC(F)C(F)(F)COC(F)(F)C(F)F.FC(F)C(F)(F)COC(F)(F)C(F)F.ClCCl.ClCCl.ClCCl
Molecular weight, g mol⁻¹: 1183.08
HOMO energy, eV: -11.2
Calculated total energy, hartree: -7147.46629
Orbital gap, eV: 11.31
Lowest unoccupied orbital energy, eV: 0.1

=====

No. 3
A molecular structure, C23H22ClGdNPS. Source: OMol25; level of theory: wB97M-V/def2-TZVPD.

Geometry (Å):
H: 3.15608 -0.10795 -6.15618
C: 0.46056 4.00697 -2.05832
P: 0.00749 -0.06090 -2.30823
H: -1.66392 -2.73054 2.44830
H: 0.41811 -1.74131 5.94578
C: 1.59410 -1.79514 4.12420
Cl: -0.03498 1.08246 2.43416
C: 4.05998 -0.86924 -4.32564
H: 0.62325 -6.27038 -5.84039
H: -2.16324 -2.78792 -5.87846
H: 1.42837 2.25483 -1.26496
H: 2.52106 -1.55882 4.63838
H: -4.44472 -2.48047 -4.89775
H: 2.49660 -2.00161 2.16824
H: -0.12625 -6.30462 -5.87377
C: -2.66003 -0.76102 -2.57486
C: -1.37391 -0.89596 -3.14192
C: 3.90245 -1.15591 -2.96101
H: -2.20520 3.99930 -4.19769
C: 0.42088 -1.90167 4.87882
H: -1.71964 -2.33553 4.77395
C: -1.19530 -1.65864 -4.30698
H: 0.95478 0.32600 -5.07173
S: 0.23635 -2.88918 0.44509
H: 1.11061 4.69456 -1.51657
C: -1.41005 3.61282 -3.56499
C: -0.24110 1.75527 -2.57124
C: -1.25696 2.23812 -3.40183
C: 0.61937 2.63585 -1.90278
N: -0.78778 -2.41218 2.89326
C: 1.78113 -0.10646 -4.48610
H: 4.73723 -1.53933 -2.35394
H: 5.03826 -1.03983 -4.79733
C: -0.55193 4.50170 -2.89812
H: -0.18970 -1.80157 -4.72833
C: 3.01394 -0.34102 -5.09102
C: 1.59048 -2.01058 2.76688
H: 2.50826 -1.18446 -1.29938
C: -3.76794 -1.31688 -3.20715
C: -3.57681 -2.02148 -4.40576
Gd: 0.02029 -0.36512 0.40531
C: 1.59206 -0.43038 -3.13635
C: -0.77993 -2.23478 4.24636
H: -1.91532 1.55337 -3.93814
H: -2.78543 -0.18812 -1.64170
C: 2.65849 -0.94521 -2.37015
H: -4.76613 -1.20265 -2.75909
C: -2.30258 -2.20316 -4.95494
C: 0.38512 -2.37783 2.13996
H: -0.69285 5.58900 -3.00448

Atoms 1-3, force components in eV/Å:
H -0.04 -0.13 0.63
C -0.24 0.21 -0.20
P 0.14 1.18 -2.37

Output
Max |F|, hartree/bohr: 0.0515
Charge: +2
Molecular weight, g mol⁻¹: 568.18
Expectation value of S²: 16.097
HOMO energy (alpha / beta), eV: -14.5 / -14.4
Calculated total energy, hartree: -2909.25092
Orbital gap (alpha / beta), eV: 7.18 / 5.33
Lowest unoccupied orbital energy (alpha / beta), eV: -7.3 / -9.1
Spin multiplicity: 8

=====

No. 4
A molecular structure, C23H22ClLuNP. Source: OMol25; level of theory: wB97M-V/def2-TZVPD.

Geometry (Å):
H: 4.99899 -1.01015 -4.88565
H: 3.37943 -3.60609 1.98170
H: -4.69975 -1.23004 -2.76403
H: 0.55230 -5.77436 -5.33618
H: 0.92661 0.39916 -5.00805
C: 4.03650 -0.85294 -4.39556
C: -2.20724 -2.25211 -4.86131
H: 2.18517 -5.68980 1.21010
H: 1.11141 4.74705 -1.50775
C: 0.02524 -3.31840 0.08852
C: 2.65146 -1.01338 -2.40884
C: 0.56019 -4.57373 0.33227
H: -2.04892 -2.82492 -5.77743
N: 0.68841 -2.19374 0.52365
P: 0.07909 0.00861 -2.24665
Lu: -0.89546 -0.82536 0.06642
H: 2.50027 -1.30124 -1.36189
H: 2.24788 -1.37578 1.63963
C: -2.62124 -0.70554 -2.54287
C: -1.37404 3.63245 -3.57756
H: -1.82952 1.55821 -3.96361
H: -2.81103 -0.04792 -1.67535
C: 1.84969 -2.31056 1.24108
H: -4.34750 -2.54376 -4.85435
H: 4.69390 -1.68281 -2.49898
C: -0.15216 1.77758 -2.61888
H: 1.41898 2.30153 -1.21403
H: -0.10623 -1.82332 -4.58361
H: -2.17680 4.00513 -4.21223
C: 1.76854 -4.70345 1.00936
C: 3.87055 -1.22331 -3.05111
H: -0.93726 -3.18326 -0.44177
H: -0.19573 -5.82003 -5.37245
C: 1.59432 -0.41475 -3.11805
C: -1.17205 2.25835 -3.44964
C: 2.97100 -0.28729 -5.10610
C: -1.32151 -0.84343 -3.09155
H: 0.00590 -5.44176 -0.00679
C: -0.56097 4.53669 -2.88241
H: 3.08114 -0.03030 -6.15733
H: -0.72514 5.61322 -2.96891
C: 2.42645 -3.55088 1.45365
Cl: 0.20455 1.02080 1.14886
C: -3.69446 -1.33629 -3.17863
C: -1.11812 -1.66120 -4.21209
C: 0.66864 2.68252 -1.91315
C: 1.75226 -0.05601 -4.46544
C: -3.49925 -2.08653 -4.34337
C: 0.46564 4.05243 -2.05553

Atoms 1-3, force components in eV/Å:
H -0.32 0.03 0.15
H -0.35 -0.04 -0.09
H 0.30 -0.02 -0.19

Output
Max |F|, hartree/bohr: 0.0382
Charge: +2
Molecular weight, g mol⁻¹: 553.83
HOMO energy, eV: -14.4
Calculated total energy, hartree: -2980.95530
Orbital gap, eV: 6.90
Lowest unoccupied orbital energy, eV: -7.5